53
Properties=species:S:1:pos:R:3:mulliken_charge:R:1 method="wB97M-V/def2-TZVPD" gap_ev=9.061 smiles="Cc1occc1C(=O)N(C)C[C@@H]1CCCN(CCc2ccccc2F)C1" energy_ev=-32008.190 total_charge=0 relative_energy_ev=0.000 homo_energy_ev=-8.33
C 4.63030 0.74144 1.69274 -1.47
C 4.02647 0.81843 0.33993 -0.12
C 3.00045 0.10050 -0.22463 0.85
C 2.86157 0.60994 -1.55181 -0.26
C 3.81156 1.56834 -1.68728 -0.88
O 4.52695 1.69152 -0.55376 -0.34
H 4.07008 2.21164 -2.50436 0.46
H 2.14056 0.31942 -2.28840 0.60
C 2.14696 -0.86845 0.49847 0.68
O 1.82622 -0.67190 1.66122 -0.70
N 1.70973 -1.95572 -0.18287 0.38
C 2.23835 -2.40791 -1.44457 -1.05
H 2.49601 -3.46759 -1.37221 0.36
H 1.50816 -2.28838 -2.25044 0.27
H 3.14004 -1.85525 -1.69641 0.47
C 0.72657 -2.80249 0.47177 -2.01
H 1.06775 -3.00828 1.49176 0.32
C -0.65081 -2.13444 0.54858 1.47
C -1.67058 -3.04857 1.22316 -1.10
C -3.01886 -2.33780 1.27654 -0.64
C -3.44126 -1.89094 -0.12097 -0.94
N -2.42309 -1.02354 -0.67031 0.81
C -2.83015 -0.26611 -1.83403 -0.96
H -2.77441 -0.85390 -2.76852 0.27
C -1.98038 1.01199 -1.97515 -1.42
C -1.75948 1.61887 -0.61971 0.08
C -0.52957 1.56134 0.02013 0.22
C -0.35940 2.04689 1.30444 -0.65
C -1.42617 2.61674 1.97666 -0.49
C -2.66080 2.70844 1.35706 -0.82
C -2.80599 2.20682 0.07884 0.83
F -4.02209 2.30326 -0.51438 -0.39
H -3.50984 3.15379 1.85217 0.45
H -1.30163 2.99146 2.98118 0.41
H 0.60436 1.95840 1.78141 0.46
H 0.31325 1.12384 -0.49251 0.37
H -2.51207 1.71009 -2.62491 0.53
H -1.01690 0.78730 -2.43449 0.37
H -3.87110 0.02782 -1.68670 0.58
C -1.17734 -1.73933 -0.83126 -1.53
H -0.46010 -1.08167 -1.32140 0.33
H -1.30530 -2.64480 -1.45914 0.22
H -4.37901 -1.33386 -0.05854 0.48
H -3.61195 -2.77994 -0.75920 0.33
H -3.78134 -2.99523 1.69796 0.42
H -2.93226 -1.45383 1.90972 0.33
H -1.33970 -3.30553 2.23074 0.39
H -1.76587 -3.97582 0.65044 0.35
H -0.55284 -1.21914 1.13849 0.11
H 0.66007 -3.74262 -0.07894 0.54
H 5.57102 0.19068 1.66585 0.33
H 3.93671 0.23564 2.35805 0.30
H 4.83442 1.74276 2.06565 0.39

***

120
Properties=species:S:1:pos:R:3:lowdin_spin:R:1 method="wB97M-V/def2-TZVPD" gap_ev="7.071 / 7.032" spin_multiplicity=2 energy_ev=-110418.581 total_charge=0 homo_energy_ev="-7.71 / -7.63" s2=0.769
Re -0.37508 0.78205 0.65425 0.82
O 0.02971 2.52142 -0.01452 0.03
C 0.80249 2.92497 -1.13975 0.02
C 1.86177 1.85600 -1.45853 0.00
C 2.56057 1.31308 -0.26128 0.01
C 3.92424 1.49018 -0.08480 0.00
C 4.54883 0.96838 1.03120 0.01
C 3.78588 0.27279 1.94886 0.00
C 2.42835 0.11458 1.72645 0.01
C 1.57390 -0.58167 2.73574 0.01
C 0.66225 0.42367 3.46206 0.00
O -0.14166 1.10095 2.52070 -0.01
C 1.51622 1.45101 4.19912 0.00
C 2.09760 1.14202 5.42467 0.00
C 2.94315 2.04557 6.05060 0.00
C 3.21378 3.27258 5.45941 0.00
C 2.63506 3.58713 4.23900 0.00
C 1.78963 2.68104 3.61183 0.00
C -0.30856 -0.28983 4.40272 0.00
C -1.42830 0.41338 4.84444 0.00
C -2.35158 -0.18301 5.68447 0.00
C -2.17078 -1.49711 6.10129 0.00
C -1.05844 -2.19986 5.67446 0.00
C -0.13239 -1.59916 4.82672 0.00
N 1.82334 0.61942 0.63029 0.01
C -0.08128 3.09282 -2.37915 0.00
C -1.46153 2.96906 -2.33294 0.00
C -2.22832 3.13846 -3.47916 0.00
C -1.62144 3.43226 -4.68943 0.00
C -0.24042 3.56324 -4.74401 0.00
C 0.52032 3.39706 -3.59864 0.00
C 1.36910 4.30278 -0.77330 0.00
C 2.69893 4.66460 -0.92616 0.00
C 3.13718 5.94060 -0.58165 0.00
C 2.24827 6.87466 -0.08286 0.00
C 0.90843 6.53053 0.05881 0.00
C 0.48118 5.26292 -0.28765 0.00
H 1.36352 1.02714 -1.96347 0.00
H 2.60339 2.24743 -2.15072 0.00
H 4.48411 2.03909 -0.82817 0.00
H 5.61037 1.10901 1.18668 0.00
H 4.21958 -0.13511 2.85100 0.00
H 0.94944 -1.32386 2.23683 0.00
H 2.22222 -1.07925 3.45570 0.00
H 1.87920 0.19279 5.89992 0.00
H 3.38381 1.79466 7.00688 0.00
H 3.86706 3.98096 5.95205 0.00
H 2.83878 4.54179 3.77064 0.00
H 1.34049 2.92690 2.65746 0.00
H -1.57218 1.43300 4.51132 0.00
H -3.22030 0.37426 6.01078 0.00
H -2.89638 -1.96771 6.75147 0.00
H -0.90949 -3.22497 5.98835 0.00
H 0.71768 -2.18058 4.49506 0.00
H -1.94479 2.69927 -1.40796 0.00
H -3.30376 3.02665 -3.42301 0.00
H -2.21713 3.55528 -5.58421 0.00
H 0.24721 3.79750 -5.68125 0.00
H 1.59444 3.52051 -3.66051 0.00
H 3.42320 3.96252 -1.31277 0.00
H 4.18110 6.19696 -0.70697 0.00
H 2.58863 7.86642 0.18355 0.00
H 0.19723 7.25678 0.43021 0.00
H -0.57036 5.01704 -0.20937 0.00
O -6.07952 -0.02553 1.82384 0.00
C -5.82775 1.27454 1.73708 0.00
O -6.68014 2.11321 1.87491 0.00
C -4.42178 1.66112 1.43944 0.00
C -3.97022 2.95642 1.28705 0.00
N -2.64866 2.89816 1.02143 0.00
N -2.23946 1.63301 0.99069 0.01
C -3.27844 0.86821 1.24407 0.00
C -2.91478 -0.57338 1.33725 0.00
O -3.77222 -1.42318 1.54157 0.00
O -1.65126 -0.78088 1.19867 0.05
H -5.26719 -0.58832 1.70941 0.00
H -4.50661 3.88590 1.36399 0.00
H -1.96822 3.62001 0.83111 0.00
Cl -2.32495 -4.77581 -5.64987 0.00
C -0.59588 -4.92407 -5.64360 0.00
C -0.02528 -5.82895 -6.52329 0.00
C 1.35013 -5.90296 -6.65484 0.00
C 2.14905 -5.05408 -5.90585 0.00
C 1.56734 -4.18275 -5.00577 0.00
Cl 2.60503 -3.11520 -4.10507 0.00
C 0.17859 -4.10490 -4.81007 0.00
N -0.36990 -3.21878 -3.90091 0.00
C -1.41580 -3.53636 -3.00663 0.00
C -1.66391 -4.84818 -2.61642 0.00
C -2.71052 -5.13853 -1.75496 0.00
C -3.50584 -4.11886 -1.25244 0.00
C -3.24327 -2.80958 -1.62698 0.00
C -2.21672 -2.50181 -2.50874 0.00
C -1.95148 -1.07672 -2.93263 0.00
C -0.78239 -0.52361 -2.14354 0.00
O 0.36976 -0.75236 -2.47717 0.00
O -1.14150 0.18992 -1.10554 0.01
H -0.67687 -6.44651 -7.12524 0.00
H 1.79555 -6.60328 -7.34699 0.00
H 3.22532 -5.06540 -6.00392 0.00
H 0.20950 -2.43192 -3.62304 0.00
H -1.04196 -5.64522 -3.00610 0.00
H -2.89903 -6.16680 -1.47387 0.00
H -4.31261 -4.33063 -0.56440 0.00
H -3.86002 -2.00757 -1.24088 0.00
H -2.83053 -0.45765 -2.76401 0.00
H -1.68318 -1.05923 -3.98915 0.00
C 1.78308 -4.03437 -0.41449 0.00
C 0.87126 -4.38675 0.75661 0.00
C -0.13454 -3.24903 0.72479 0.00
O 0.58714 -2.09990 0.22863 0.02
C 1.84600 -2.51810 -0.31328 0.00
H 1.32805 -4.33492 -1.35976 0.00
H 2.77104 -4.48967 -0.34726 0.00
H 1.43562 -4.38285 1.69322 0.00
H 0.38566 -5.35642 0.65048 0.00
H -0.55679 -2.99948 1.69764 0.00
H -0.95586 -3.45867 0.04042 0.00
H 2.65184 -2.20441 0.36403 0.00
H 1.97768 -2.02004 -1.27239 0.00

***

17
Properties=species:S:1:pos:R:3:mulliken_charge:R:1 method="wB97M-V/def2-TZVPD" gap_ev="8.608 / 8.405" energy_ev=-10343.566 total_charge=+1 relative_energy_ev=9.055 homo_energy_ev="-13.35 / -13.98"
C -0.83909 1.62315 -0.61123 0.05
C -2.03552 -0.39490 0.22854 -0.29
C -0.62908 -0.78342 -0.02538 -0.57
C 0.57262 0.79989 -1.63671 -0.32
C 1.15947 0.74083 0.76905 -0.89
N -2.47285 0.58855 -0.60798 -0.35
N 0.04264 0.48233 -0.26883 0.52
O -0.23372 2.01033 -1.64149 -0.19
H -2.85270 -1.19364 0.36478 0.43
H -2.31264 0.10417 1.17811 0.30
H -0.23104 -1.39785 0.82456 0.33
H -0.67933 -1.50104 -0.94685 0.23
H 1.68965 1.08603 -1.77778 0.32
H 0.44869 0.03224 -2.30966 0.31
H 1.37168 1.92819 0.66224 0.33
H 0.89391 0.47746 1.81884 0.36
H 2.00554 0.19919 0.49491 0.42

***

12
Properties=species:S:1:pos:R:3:mulliken_charge:R:1 method="wB97M-V/def2-TZVPD" gap_ev=9.225 smiles="Nn1onc/c1=N/O" energy_ev=-12188.223 total_charge=0 relative_energy_ev=5.265 homo_energy_ev=-8.64
C 1.13888 -1.26764 0.19816 -0.16
C -0.17532 -0.61912 -0.01801 0.55
H -0.60057 2.59850 -0.35685 0.24
H -0.26852 2.04453 1.24449 0.22
H 1.32484 -2.34819 0.19578 0.38
H -3.20767 -0.66922 -0.22176 0.35
N -0.47980 1.75945 0.26627 -0.40
N 0.08832 0.71405 -0.31410 0.16
N 2.11654 -0.50291 0.03366 -0.23
N -1.34698 -1.16672 0.05592 -0.54
O 1.63872 0.70715 -0.19924 -0.20
O -2.34821 -0.19867 -0.08012 -0.36

***

16
Properties=species:S:1:pos:R:3:mulliken_charge:R:1 method="wB97M-V/def2-TZVPD" gap_ev=11.187 smiles="C[C@@H](F)COC(N)=O" energy_ev=-12579.987 total_charge=0 relative_energy_ev=0.427 homo_energy_ev=-10.31
C 2.28784 0.39433 0.00177 -1.46
C 0.79038 0.34443 0.23538 0.53
F 0.27396 1.48901 -0.27876 -0.33
C 0.25226 -0.83933 -0.50233 -0.71
O -1.18178 -1.00088 -0.49696 -0.37
C -1.84368 -0.45788 0.55904 0.57
N -2.71013 0.60117 0.20995 -0.56
O -1.71325 -0.82889 1.63166 -0.42
H 2.69228 1.33189 0.34228 0.36
H 2.43901 0.36081 -1.06870 0.38
H 2.79136 -0.45744 0.42984 0.38
H 0.64168 0.29691 1.30224 0.34
H 0.52297 -0.70459 -1.53450 0.39
H 0.72043 -1.73242 -0.12548 0.33
H -2.34797 0.98634 -0.65929 0.30
H -3.61538 0.21654 -0.04614 0.27

***

53
Properties=species:S:1:pos:R:3:lowdin_spin:R:1 method="wB97M-V/def2-TZVPD" gap_ev="6.537 / 6.726" spin_multiplicity=5 energy_ev=-132283.105 total_charge=0 homo_energy_ev="-7.39 / -7.65" s2=6.012
Cr -0.15839 0.37455 0.01425 3.75
Cl 5.07607 -4.70625 -0.74281 0.00
C 4.07346 -3.30963 -0.64393 0.00
C 3.33387 -3.05555 0.50430 0.00
Cl 3.41304 -4.12379 1.84965 0.00
C 2.52383 -1.93274 0.56797 0.01
Cl 1.61446 -1.54305 1.98747 0.02
C 2.40858 -1.02897 -0.51173 0.01
O 1.64481 0.01254 -0.43603 0.06
C 3.17528 -1.30226 -1.65513 0.00
Cl 3.03169 -0.19040 -2.96028 0.00
C 3.99318 -2.42327 -1.72070 0.00
Cl 4.90532 -2.72536 -3.14586 0.00
C 2.86319 2.50458 1.24146 0.00
Si 1.30709 3.24170 0.51369 0.01
C 1.47388 3.32044 -1.35017 0.00
C 1.16306 5.01211 1.11876 0.00
N -0.06893 2.22283 0.85667 0.02
C -1.23579 2.54614 1.49818 0.01
C -1.48407 3.61780 2.38712 0.00
C -2.72405 3.83124 2.96361 0.00
C -3.80800 2.99363 2.71438 0.00
C -3.61367 1.91399 1.86856 0.00
C -2.37017 1.74767 1.32264 0.01
F -2.17636 0.62857 0.47487 0.04
H 3.73143 3.13335 1.01834 0.00
H 3.03664 1.50036 0.85641 0.00
H 2.78400 2.43218 2.33028 0.00
H 2.25161 4.01860 -1.66803 0.00
H 0.52810 3.66865 -1.78123 0.00
H 1.69210 2.33569 -1.77113 0.00
H 2.00926 5.55762 0.68647 0.00
H 1.23555 5.11729 2.20345 0.00
H 0.24633 5.50024 0.77748 0.00
H -0.67477 4.28817 2.63545 0.00
H -2.84216 4.67325 3.63406 0.00
H -4.77137 3.16924 3.17177 0.00
H -4.40036 1.20945 1.62895 0.00
N -3.80929 -5.62914 -1.55439 0.00
C -2.91839 -4.98029 -2.34950 0.00
O -2.68126 -5.32505 -3.48655 0.00
C -2.22276 -3.79390 -1.74093 0.01
C -1.66861 -2.85784 -2.60025 0.00
C -1.02085 -1.76112 -2.07316 0.01
N -0.89336 -1.56223 -0.75560 0.01
C -1.40622 -2.47203 0.07286 0.01
C -2.07567 -3.59743 -0.37838 0.00
H -4.32853 -6.38613 -1.96557 0.00
H -4.14751 -5.22946 -0.69846 0.00
H -1.74469 -3.00565 -3.66877 0.00
H -0.56735 -1.01553 -2.71471 0.00
H -1.26187 -2.29895 1.13106 0.00
H -2.44138 -4.31585 0.34315 0.00